The following is a DFT calculation (ωB97M-V/def2-TZVPD) of a cluster of 3 separate species, C31H68Cl2N4O4P3S in total in a non-equilibrium geometry.

Structure (XYZ):
```
113
Properties=species:S:1:pos:R:3:forces:R:3
C 6.45246 0.51224 -0.99798 -0.004 1.119 -0.427
C 4.83219 0.61602 -1.27282 0.966 -1.238 0.143
C 4.14820 -0.77556 -0.70519 -0.912 0.011 -1.310
C 2.65517 -0.50526 0.00492 2.643 1.432 -0.760
N 1.69599 -1.46514 -0.59225 -1.686 0.876 1.490
C 0.67298 -2.08063 0.30517 0.902 0.461 -1.799
C 1.65120 -3.11525 1.16658 -0.518 -0.325 1.795
Cl 2.99154 -3.90640 0.08858 -1.240 0.807 0.965
C 0.94878 -4.32035 1.96728 0.483 -2.169 1.358
C 1.22918 -4.32887 3.61848 -0.601 0.565 0.506
C -0.30033 -1.08774 1.24865 -1.144 -1.135 1.026
N -0.79034 0.20230 0.73216 0.322 0.385 -0.120
C -2.24662 0.49724 0.83557 -1.892 1.658 -0.628
C 0.03960 1.41677 0.89422 3.213 4.295 2.654
C 0.25387 2.33675 -0.49123 -0.793 -0.328 0.807
O 0.60314 1.94324 1.98099 -3.593 -4.201 -5.853
P 0.08365 -1.07428 3.16188 0.589 -0.220 1.756
C -1.05186 0.17244 4.08553 0.032 1.108 0.864
O 1.69110 -0.46758 3.47697 -1.664 0.053 0.750
C -1.58092 -2.16957 1.27782 -1.738 -3.783 -2.710
P -2.93011 -2.38023 2.66977 -0.188 1.140 2.157
N -2.50380 -3.96284 3.44730 -1.282 1.376 -0.372
O -4.53349 -2.40812 1.99601 1.667 -2.909 1.037
N -1.69820 -3.08554 0.22338 3.236 2.837 3.091
C -2.70160 -4.19204 -0.00939 -2.225 -1.633 -0.842
C -4.03267 -3.70844 -0.89954 -0.314 0.229 -0.174
C -3.91805 -4.14798 -2.49064 -1.508 -0.143 0.148
S -4.14460 -2.59934 -3.58717 -0.507 -0.498 -0.024
C -0.49011 -2.74293 -0.67675 -0.189 0.597 -0.758
C -1.28716 -1.73494 -1.75136 1.374 1.600 -0.505
P 0.04932 -4.09294 -1.97436 0.523 -0.655 -1.614
O 1.53810 -3.57620 -2.79703 -1.589 -2.221 2.455
Cl 0.40660 -5.98329 -0.97652 0.209 1.429 -0.373
H 6.99509 -0.09567 -1.83955 -1.126 1.017 1.687
H 6.70746 0.05148 0.05224 -0.598 0.964 -2.087
H 6.87219 1.61714 -1.05686 -0.600 -2.339 0.227
H 4.39928 1.58277 -0.77059 0.773 -1.919 -0.928
H 4.66864 0.64123 -2.44611 0.201 0.240 2.523
H 3.91596 -1.43701 -1.66836 0.520 1.246 2.135
H 4.85885 -1.42129 -0.03620 -1.347 1.484 -1.129
H 2.84674 -0.56260 1.15168 -1.018 -0.222 -2.021
H 2.45171 0.64621 -0.23807 -0.024 -2.470 0.550
H 1.40912 -1.28290 -1.56482 0.235 0.152 1.008
H 2.28894 -2.49718 1.96573 -1.567 -1.106 -1.998
H 1.44547 -5.34685 1.60745 -1.212 2.483 0.575
H -0.19579 -4.48265 1.85088 2.016 0.693 -0.135
H 0.20402 -4.27204 4.22765 2.193 -0.102 -1.523
H 1.75126 -5.32016 3.97289 -0.806 2.114 -0.863
H 1.83153 -3.35991 3.95261 -1.054 -2.259 -0.717
H -2.74189 0.38194 1.88807 1.181 0.059 -1.669
H -2.38250 1.65065 0.55174 0.272 -2.549 0.619
H -2.94980 -0.07333 0.07118 1.747 0.897 1.377
H 0.14889 1.67805 -1.45494 0.330 1.311 1.910
H -0.61178 3.12924 -0.47563 1.619 -1.489 -0.132
H 1.26589 2.93293 -0.42096 -2.075 -1.466 -0.067
H -1.94446 -0.40301 4.60861 1.856 1.246 -1.452
H -1.38561 1.09357 3.44602 0.536 -1.790 1.350
H -0.39187 0.60552 4.97880 -1.243 -0.898 -1.987
H 1.77325 -0.12407 4.43182 -0.429 -0.748 -2.153
H -3.29137 -4.64291 3.37346 0.994 0.481 0.334
H -2.32090 -3.69876 4.46228 -0.536 -0.613 -1.735
H -4.94982 -3.27989 2.32955 0.591 1.928 -0.961
H -3.14908 -4.67443 0.96614 1.496 1.415 -1.577
H -2.26921 -5.11673 -0.62872 -0.247 2.374 1.557
H -4.20772 -2.53846 -0.77442 0.464 -2.599 -0.374
H -5.02315 -4.21644 -0.49756 2.293 0.935 -0.487
H -4.83964 -4.84593 -2.78296 2.304 1.314 0.796
H -2.90496 -4.67104 -2.77043 -1.992 1.202 0.490
H -5.50793 -2.51163 -3.96917 1.495 -0.724 0.817
H -2.39582 -1.52780 -1.44937 2.235 -0.628 -0.579
H -1.25518 -2.13506 -2.85357 -0.115 0.626 2.112
H -0.71788 -0.69101 -1.74955 -1.291 -2.186 -0.020
H 2.17147 -4.34251 -2.63007 -0.703 1.458 -0.207
C -5.31742 4.10402 5.24063 0.196 0.041 0.029
C -5.79476 3.97531 3.80237 -0.230 0.145 0.010
C -7.15442 3.28172 3.68120 -0.019 -0.005 -0.148
C -7.19177 1.83163 4.17763 0.092 0.045 0.169
C -6.19740 0.88801 3.49496 -0.192 -0.099 0.123
C -6.44846 0.73748 2.00328 0.214 -0.059 -0.164
H -5.17731 3.12584 5.70857 -0.024 0.079 0.017
H -4.35752 4.62731 5.27344 -0.093 -0.031 0.097
H -6.03576 4.67358 5.83876 0.081 -0.094 -0.023
H -5.04109 3.44906 3.20926 -0.017 -0.027 -0.040
H -5.87800 4.98090 3.37058 0.019 -0.168 0.001
H -7.47623 3.31991 2.63355 -0.007 -0.025 0.106
H -7.89865 3.85832 4.24474 0.093 -0.047 -0.060
H -8.20720 1.44293 4.03474 0.094 0.000 -0.004
H -7.01202 1.80939 5.25967 -0.038 0.025 -0.123
H -6.28060 -0.10113 3.96380 0.051 0.119 -0.009
H -5.16784 1.22080 3.66513 -0.036 0.043 0.046
H -7.45535 0.35406 1.81428 0.065 0.071 -0.030
H -5.73120 0.03217 1.57047 -0.110 0.019 -0.043
H -6.33552 1.68835 1.47557 -0.065 -0.061 0.021
C 6.13250 3.96352 -7.74579 -0.052 0.151 -0.111
C 7.12633 4.20371 -6.61990 0.151 -0.167 -0.009
C 7.15275 3.07020 -5.59087 0.102 0.041 0.093
C 5.83774 2.84673 -4.83498 -0.113 0.037 -0.156
C 5.31309 4.06773 -4.07398 -0.070 -0.212 0.028
C 6.25512 4.53394 -2.97578 -0.041 0.271 0.084
H 5.10705 3.89842 -7.37208 0.055 -0.018 -0.062
H 6.17134 4.78712 -8.46447 -0.060 -0.128 0.008
H 6.36575 3.03616 -8.27849 -0.067 0.068 0.044
H 6.90870 5.15901 -6.13330 0.022 -0.035 0.029
H 8.12940 4.30199 -7.05437 -0.122 0.018 0.115
H 7.95995 3.26472 -4.87451 -0.094 -0.048 -0.041
H 7.42147 2.13556 -6.09897 -0.015 0.090 0.025
H 5.98105 2.02090 -4.12782 0.001 0.052 0.006
H 5.06407 2.50988 -5.53610 0.098 0.018 0.042
H 4.34984 3.80423 -3.61807 0.063 0.039 -0.098
H 5.10890 4.89503 -4.76215 0.021 -0.097 0.003
H 6.42930 3.73674 -2.24731 0.046 0.038 -0.046
H 5.82094 5.38794 -2.44529 0.128 -0.101 0.001
H 7.22065 4.85188 -3.37835 -0.065 -0.046 0.073
```
Forces are in eV/Å.

## Properties
Orbital gap: 6.234 eV
Relative energy (zero: lowest compared OMol25 entry of this formula, charge and spin): 12.2044 eV
Energy: -111129.934 eV
E_HOMO: -10.91 eV
Largest force on an atom: 0.15656 Eh/bohr
Charge: +1

Here are the Löwdin charges for atoms 1 to 8, given in e: number 1, C, carries -0.148; number 2, C, carries -0.251; number 3, C, carries -0.192; number 4, C, carries -0.192; number 5, N, carries -0.089; number 6, C, carries -0.304; number 7, C, carries -0.496; number 8, Cl, carries 0.590